23
Properties=species:S:1:pos:R:3:forces:R:3 method="wB97M-V/def2-TZVPD" de_lowest_kcal_mol=63.7 lumo_energy_ha="-0.0010 / -0.0010" smiles="C=[Si](C)c1sccc1-c1ccsc1" charge=0 total_energy_ev=-40077.065
C 1.33007 -0.10617 -2.31242 1.01 1.49 1.11
Si 1.12187 0.60007 -0.73817 -1.83 -0.81 1.15
C 0.00144 2.09254 -0.32617 0.84 -0.73 -2.13
C 1.12982 -0.47131 0.82265 2.24 0.37 -0.14
S 2.64832 -0.87152 1.68058 -1.50 0.19 -1.25
C 1.79923 -1.94478 2.67505 1.82 -0.10 2.79
C 0.45409 -1.90219 2.47552 1.78 0.09 -0.39
C 0.06220 -1.09636 1.41596 0.48 1.39 -0.93
C -1.24095 -0.82618 0.80223 0.10 -1.22 -0.99
C -1.38858 -1.10201 -0.60319 1.86 -2.03 -0.33
C -2.61133 -0.77693 -1.10740 0.78 -0.30 -3.01
S -3.59315 -0.11783 0.12758 -0.48 0.03 -0.83
C -2.38817 -0.33916 1.29308 -0.78 1.02 1.39
H 1.42225 0.68336 -3.03112 -0.49 0.45 -0.89
H 2.18391 -0.73562 -2.46333 0.13 -0.98 0.05
H 0.10341 2.53018 0.61249 0.29 0.17 1.98
H 0.50727 2.80240 -0.96260 -0.33 0.82 -0.65
H -1.05805 2.04814 -0.57706 0.13 -0.31 -0.22
H 2.41035 -2.36207 3.58783 -1.63 0.45 -2.07
H -0.13376 -2.57865 2.93948 -2.17 -1.73 1.69
H -0.51870 -1.73435 -1.09918 -2.27 1.76 0.62
H -2.78574 -0.86546 -2.28194 -0.29 0.27 3.06
H -2.63260 0.05547 2.27480 0.31 -0.30 -0.02

---

21
Properties=species:S:1:pos:R:3:forces:R:3 method="wB97M-V/def2-TZVPD" multiplicity=3 lumo_energy_ha="0.0277 / -0.0880" charge=0 total_energy_ev=-75871.815 s_squared=2.016
C -0.80063 -1.89911 -0.96646 -1.79 1.91 0.62
C -1.58945 -1.08601 -0.49957 -0.24 -0.43 1.37
C 3.09294 -0.52008 0.18309 -0.46 0.39 0.86
C 2.32136 -0.23876 -0.89577 -1.11 2.12 -2.06
C 2.72565 -0.05543 1.41203 -0.10 1.39 3.66
C 1.16580 0.59723 -0.77697 1.19 -1.36 0.80
C 1.58105 0.72333 1.58794 1.24 -0.63 -1.22
C 0.80203 1.02373 0.50048 -1.71 -0.09 -0.96
C -3.52615 0.54078 -0.61687 0.02 -1.14 4.12
C -2.44364 -0.18505 0.27564 -1.16 -2.40 -1.79
Se -1.01664 1.66336 0.81798 2.12 1.32 0.44
H -0.36677 -2.57265 -1.62073 0.81 -0.92 -0.57
H 4.03366 -0.92238 0.05740 1.74 -1.26 -0.28
H 2.76350 -0.43976 -1.88959 -0.73 -0.14 0.52
H 3.29776 -0.06599 2.42277 -0.34 -0.67 -2.29
H 0.53789 0.86047 -1.59832 -0.09 -0.09 -0.58
H 1.46821 1.23699 2.48360 -0.61 0.46 1.68
H -2.95793 0.67263 -1.49703 -0.29 1.18 -1.28
H -4.39835 -0.12967 -0.72458 0.47 0.25 -0.41
H -3.89781 1.36864 0.07997 0.55 -0.29 -1.81
H -2.79249 -0.57226 1.26498 0.51 0.37 -0.82

---

46
Properties=species:S:1:pos:R:3:forces:R:3 method="wB97M-V/def2-TZVPD" de_lowest_kcal_mol=0.0 lumo_energy_ha=-0.0181 charge=0 total_energy_ev=-880963.594
O 1.81482 -1.67975 3.16279 -0.22 0.04 -0.15
B 0.79120 -1.11027 2.45280 0.84 -0.19 0.02
O -0.48995 -1.36737 2.95359 0.77 -0.95 0.29
B 1.18930 -0.20675 1.00528 -0.22 -0.25 -0.04
C 2.35773 0.84439 0.95062 -0.74 0.51 0.27
C 2.43212 1.74988 -0.28247 0.64 0.14 0.04
C 2.49174 1.00894 -1.60115 0.09 0.52 0.31
F 3.15139 -0.15547 -1.44353 0.05 -0.51 -0.04
F 1.26041 0.72732 -2.08231 -0.30 -0.09 -0.23
C 3.26829 1.80640 -2.67973 0.44 -0.33 0.12
F 3.01122 3.12040 -2.59525 -0.34 0.18 -0.13
F 4.58105 1.65649 -2.39078 0.19 -0.01 0.00
C 3.11017 1.32138 -4.14409 -0.22 -0.09 -0.19
F 4.03886 1.95451 -4.87661 -0.04 0.24 0.01
F 3.38792 0.00659 -4.19392 0.00 -0.08 0.09
C 1.70807 1.54160 -4.82293 -0.31 0.12 -0.26
F 1.00378 2.50316 -4.19940 0.27 -0.44 -0.33
F 0.99565 0.40571 -4.81503 0.30 0.62 -0.02
F 1.89191 1.92091 -6.10106 -0.19 -0.25 0.61
H 2.66323 -1.47398 2.76334 0.24 -0.01 0.10
H -0.80800 -2.18387 2.55056 -0.29 -0.05 0.11
H 0.62834 -0.45484 -0.01115 0.32 -0.43 -0.08
H 2.20122 1.51439 1.80594 0.20 -0.02 0.08
H 3.32638 0.37399 1.14376 -0.01 -0.14 -0.06
H 3.35309 2.33456 -0.22082 0.01 0.06 -0.01
H 1.62782 2.48253 -0.31771 -0.19 -0.15 -0.03
C -2.75890 1.60667 0.94795 0.27 0.12 -0.20
Br -2.47848 2.66518 -0.63670 0.08 -0.05 0.05
Br -1.23288 0.54551 1.49808 -1.53 1.29 -0.38
Br -3.38152 2.66263 2.41837 -0.10 0.20 -0.04
H -3.52802 0.88255 0.71255 -0.03 0.01 0.03
C -3.12177 -1.16543 4.87532 0.18 -0.02 -0.08
Br -4.11959 -1.15431 3.22765 -0.11 -0.08 0.04
Br -2.79329 0.61467 5.50848 0.00 -0.01 0.10
Br -3.96731 -2.26015 6.20517 -0.06 -0.01 0.03
H -2.15715 -1.60188 4.65738 0.01 0.05 -0.01
C -8.04881 0.03033 1.18703 0.00 -0.01 -0.06
Br -9.32968 0.12606 2.61244 -0.02 0.00 0.03
Br -6.54264 1.17706 1.51750 0.01 0.10 0.02
Br -7.48634 -1.77889 0.85679 0.02 -0.04 0.00
H -8.53674 0.38361 0.29041 0.00 0.00 -0.01
C 2.81862 -4.36765 -1.60855 -0.02 0.00 -0.06
Br 2.92726 -3.23554 -3.15194 0.00 0.03 -0.03
Br 4.49668 -5.21570 -1.22182 0.04 -0.01 0.01
Br 2.14798 -3.40721 -0.08007 -0.03 0.00 0.10
H 2.10484 -5.14840 -1.82678 -0.01 0.00 0.02